No. 1
Here is C41H46BrFMoN6O7 as an isolated structure from OMol25. Energies are from ωB97M-V with the def2-TZVPD basis set.

XYZ file:
```
103
Properties=species:S:1:pos:R:3:lowdin_spin:R:1
C -1.53083 1.01212 2.58614 0.009
Br -1.53677 -5.27667 -3.76618 0.002
H -5.64024 0.52931 4.20570 0.000
C 3.75493 2.74833 -1.08387 0.002
C 0.00621 -3.00951 -3.03417 -0.001
H -3.00720 1.79452 -4.43329 0.000
C -2.85425 1.69327 0.83143 0.006
O 0.52430 2.31805 0.43859 0.027
H 7.77047 3.14628 0.16097 0.000
H -3.65213 4.35717 4.53338 0.000
C 3.73592 3.91909 0.95189 0.001
H -1.11235 0.88941 -3.15373 0.000
C -1.97919 1.29357 -2.64962 0.011
H 6.54755 2.94220 1.42100 0.000
C 1.91333 -1.06755 1.18126 0.008
H 5.63150 6.75770 6.87072 0.000
C -4.13413 2.35129 -2.67568 0.011
H -3.22885 3.03784 5.63622 0.000
H 5.39769 5.02438 1.77481 0.000
H 2.82605 7.09009 4.49358 0.000
C -3.04586 1.81333 -3.35500 -0.002
F 1.77827 4.93964 4.42359 0.000
C 1.71951 2.68593 0.18398 0.005
C -2.44804 1.45625 3.50877 -0.001
H -4.35318 0.75689 5.39405 0.000
C -5.17169 1.25399 4.87299 0.001
N 4.39225 3.51968 -0.19930 0.004
H 0.75681 -3.37649 -3.71818 0.000
H 6.60399 4.63670 6.40285 0.000
H -7.45118 2.42159 -3.53254 0.000
H -6.59035 3.48232 4.19698 0.000
H -4.89328 2.72839 -0.70735 0.000
H 4.92658 5.61459 7.80869 0.000
H 4.97603 4.00324 6.05847 0.000
H -6.47097 4.77279 -3.39687 0.000
H -2.49228 -1.61330 -0.53281 0.001
C 2.39751 3.54018 1.13811 0.001
C 2.46358 2.30804 -0.95178 0.004
H -3.04892 -3.69798 -1.74923 0.000
C 1.97871 1.38623 -2.03355 0.006
O 0.75688 0.91363 -1.91397 0.024
C 4.38170 4.69336 1.92637 0.000
C -5.35423 2.92669 -3.37772 0.001
N -1.93878 1.27264 -1.31411 0.002
H -5.07060 1.96259 -5.31773 0.000
C -4.07466 2.32284 -1.28174 0.000
C 2.40108 4.64940 3.25597 0.001
C -5.88778 3.15919 3.42936 0.000
H -4.73858 2.57009 1.32227 0.000
C -5.17553 2.96315 -4.89543 0.000
O 2.97253 -1.38658 1.63486 0.019
C -2.11618 -3.18731 -1.93654 0.000
C 5.71755 5.38356 4.55118 0.000
H 6.42757 6.21960 4.50727 0.000
H 0.71909 3.60536 2.48511 0.000
C 1.73794 3.92458 2.31520 0.000
C -3.82959 2.14189 1.71197 0.000
H -6.05620 3.41551 -5.35020 0.000
H 6.57371 1.85541 0.03430 0.000
N -1.72278 1.12454 1.26733 0.004
H -4.78900 3.83684 5.78028 0.000
C -4.68735 2.48803 4.09652 0.001
C 0.57918 -1.78059 1.52722 0.008
H -0.61559 0.52722 2.89500 0.001
H 5.98387 3.72371 -1.49802 0.000
C -6.55996 2.03657 -3.03632 0.001
O 0.50371 -2.81206 2.11974 0.016
H -4.30982 3.55996 -5.18754 0.000
N 4.42139 5.79889 4.06851 0.000
O 1.69841 -0.06343 0.35485 0.036
H -5.59493 4.04273 2.85843 0.000
C -2.98284 1.78089 -0.63263 0.009
H 3.30031 7.18103 6.97735 0.000
H -2.23066 1.32398 4.55886 0.000
Mo -0.18350 0.42779 -0.20569 1.698
H -6.42401 2.47380 2.77047 0.000
C -1.18474 -3.69000 -2.83548 0.005
O 2.68923 1.12973 -2.97508 -0.001
C 5.62671 4.87388 5.98587 0.000
O -0.45386 -1.06914 1.08805 0.054
H 6.12126 4.58790 3.92931 0.000
H 1.12705 -1.26544 -2.47831 0.000
H 4.31215 2.43665 -1.95842 0.000
C 3.80022 6.81536 4.88645 0.000
C -1.81206 -2.02183 -1.26926 0.009
H 5.98946 4.87118 -0.18630 0.000
C -3.64735 2.03378 3.08379 0.008
C 3.73729 5.06271 3.09163 0.001
C -5.60799 4.35589 -2.87750 0.001
C 5.81718 3.82334 -0.42772 0.000
H -5.82515 4.38936 -1.80930 0.000
H 2.99733 5.51229 6.42901 0.000
N 5.00780 5.94594 6.84582 0.000
H -6.75687 2.01798 -1.96332 0.000
C 6.72913 2.88744 0.34727 0.000
H -5.90895 1.55554 5.61757 0.000
C -4.04211 3.48826 5.06676 0.000
H 4.42085 7.72115 4.85173 0.000
C 0.22171 -1.83828 -2.33488 0.005
N -0.67430 -1.34466 -1.46905 0.005
C 3.65303 6.37502 6.33636 0.000
H -6.40005 1.01148 -3.37361 0.000
H -4.75076 5.00112 -3.07563 0.000
```

As for the expectation value of S²: 2.011. The calculation puts the HOMO-LUMO gap (alpha / beta) at 7.54 / 7.83 eV. The spin multiplicity is 3. As for the charge: +2. The calculation puts the energy above the lowest of the compared OMol25 structures with the same formula, charge and spin at 0.00 kcal/mol.

No. 2
Here is C41H46Cl2MgNOS2 as an isolated structure from OMol25. Energies are from ωB97M-V with the def2-TZVPD basis set.

XYZ file:
```
94
Properties=species:S:1:pos:R:3:lowdin_charge:R:1
H -3.63281 -1.27861 1.45428 0.122
C 1.26169 -0.66731 -6.38712 -0.086
C -0.59781 -1.56581 -4.54162 -0.056
H 1.99429 -0.32401 -7.10222 0.100
H 0.10169 -1.73291 -7.84102 0.097
H -5.18381 1.08079 0.28008 0.080
C -3.09141 1.93109 2.34078 -0.033
H 2.21299 0.30199 -4.73202 0.116
H -2.98301 2.40009 -7.51152 0.097
C 3.72019 -3.44871 2.12768 -0.157
S -1.09471 0.31279 -2.16752 1.029
C -2.76371 2.10479 -4.14892 -0.056
H -1.73801 -2.14901 4.41448 0.066
H -1.31661 -1.91561 -3.81302 0.107
C 2.10079 -0.75371 4.19378 -0.369
C 0.19979 -1.45861 -6.80172 -0.090
S 0.23369 2.80869 0.63808 0.584
H -1.95111 0.27899 5.04848 0.122
H -3.77801 2.03229 -0.20572 0.071
H 2.10679 -3.46941 -1.59282 0.073
H 0.27429 2.32099 -2.60002 0.092
C 4.22149 2.36689 1.05768 -0.121
H 2.31059 -2.42521 5.55668 0.067
H -3.49671 -2.22751 4.58418 0.078
H -4.40151 2.03179 -5.51852 0.102
H -3.20851 2.93759 1.96108 0.115
C 1.61319 -1.61071 5.37038 -0.074
H 2.96419 -4.54181 0.47038 0.088
C 4.61119 3.59669 1.56278 -0.101
H 4.94979 1.59369 0.87528 0.101
C -3.32751 -0.43351 2.05768 -0.021
H -0.54331 2.69369 -7.23732 0.102
H 3.08139 -0.33651 4.46898 0.123
H -1.97261 3.78749 3.85628 0.073
C -1.38291 2.26029 -3.98452 -0.295
C -2.53881 2.36109 -6.52622 -0.089
C -0.59681 2.47149 -5.11612 -0.047
Cl 2.47349 0.55899 0.15188 0.799
H -3.38381 1.93739 -3.27942 0.109
C 0.46039 -0.75811 -4.12172 -0.285
C 1.13779 0.41439 4.01398 -0.099
C 2.30269 -1.68931 3.01178 -0.184
H -1.26451 2.67809 5.03838 0.073
C 1.38679 -0.31411 -5.05752 -0.051
H 0.46279 -3.90621 -2.09932 0.060
C -0.56301 -4.07891 0.52388 -0.073
H 1.49379 1.12409 3.26498 0.062
H 1.38389 -4.98621 -1.05882 0.067
H 1.03329 0.94369 4.96238 0.068
H 0.16749 0.02809 3.71078 0.024
C -3.33311 2.15669 -5.40392 -0.083
C 1.87939 3.06749 0.99798 -0.764
C -4.09461 1.07579 0.20368 -0.057
C 1.31259 -1.92651 1.99638 -0.440
C -1.16791 2.52619 -6.37122 -0.083
H 5.65039 3.78609 1.77998 0.095
H -2.96821 3.13079 5.16238 0.078
C 1.17629 -3.93841 -1.27302 -0.100
H -1.29691 2.68219 -1.86832 0.076
Cl 1.16159 5.54969 1.80368 0.628
Mg -0.14841 0.22329 1.01868 0.410
N 0.14959 -1.31581 1.98028 -0.105
C 3.64869 4.56979 1.78738 -0.137
H -1.30991 -4.26721 -0.24962 0.063
H 3.91329 5.53889 2.18028 0.094
H 4.62899 -4.03231 2.19418 0.067
C -2.79191 -0.65281 3.31968 -0.274
C -0.72721 -1.90771 -5.87182 -0.076
C 2.89349 2.11269 0.77888 -0.645
C 1.61719 -2.97891 1.05238 -0.182
C -3.47891 0.85309 1.55548 -0.289
H -1.55311 -2.52791 -6.18862 0.103
H 0.65059 -2.04711 5.11748 0.068
H 1.33799 0.34819 -2.48602 0.075
H -0.20121 -5.03401 0.90398 0.077
H -2.71941 -2.77671 3.08908 0.067
C 2.32759 4.30299 1.50888 -0.697
C 2.76939 -3.72401 1.15628 -0.099
C 3.46599 -2.43221 3.03148 -0.112
C -2.67971 -2.03651 3.88328 -0.044
C -2.54341 1.73619 3.60248 -0.272
C -2.39541 0.44139 4.07648 -0.028
C 0.54809 -0.37231 -2.69242 -0.239
C 0.59889 -3.25081 -0.03192 -0.402
H -1.01611 -3.52311 1.34008 0.049
H 0.46929 2.60049 -5.00522 0.113
H 0.68249 -1.24001 -2.04352 0.083
H 0.17719 -2.27051 -0.31112 0.082
H 4.21229 -2.20421 3.78648 0.097
H 1.51149 -1.01581 6.27878 0.063
O -1.05841 0.19879 -0.68822 -0.607
C -2.15981 2.90469 4.46288 -0.043
C -0.78901 2.09989 -2.63642 -0.248
H -3.79921 0.28309 -0.48012 0.062
```

The calculation puts the HOMO-LUMO gap at 4.29 eV. As for the charge: -1. The calculation puts the energy above the lowest of the compared OMol25 structures with the same formula, charge and spin at 13.53 kcal/mol.